Here is the ion C5H6NO2S with charge +1 from the Open Molecules 2025 dataset. Energies are from the ωB97M-V functional and the def2-TZVPD basis.

ORCA input file:
```
! RIJCOSX wB97M-V def2-TZVPD def2/J DEFGRID3
* xyz 1 3
C -0.441 -0.731 -0.956
C 1.607 0.546 -0.322
C 1.199 -1.829 0.365
C -1.014 0.901 -0.660
C -1.334 1.109 0.869
N 0.777 -0.728 -0.174
O -0.801 -1.485 -1.782
O 2.716 0.597 0.061
S 0.545 1.700 -1.223
H 2.089 -1.861 0.932
H 0.600 -2.659 0.502
H -1.737 0.951 -1.360
H -0.551 1.504 1.470
H -1.549 0.196 1.335
H -2.107 1.791 0.944
*
```

Summary:
* frontier orbital gap (spin up / spin down): 6.90 / 6.03 eV
* calculated total energy: -797.099581 Ha
* ⟨S²⟩: 2.016
* LUMO level (spin up / spin down): -4.961 / -9.457 eV
* E_HOMO (spin up / spin down): -11.9 / -15.5 eV
* relative energy (zero: lowest compared OMol25 entry of this formula, charge and spin): 0.000 eV


Here is a cluster of 10 separate species, C5H28N2O10 in total from the Open Molecules 2025 dataset. Energies are from the ωB97M-V functional and the def2-TZVPD basis.

ORCA input file:
```
! RIJCOSX wB97M-V def2-TZVPD def2/J DEFGRID3
* xyz 0 1
H 2.815 -1.882 -0.874
N 2.283 -2.428 -1.541
C 1.188 -1.946 -1.964
N 0.846 -0.631 -1.830
C -0.672 -0.463 -2.116
C -1.107 1.023 -2.193
C -1.158 1.589 -0.816
C -2.250 1.004 -0.059
O -2.128 0.778 1.140
H 0.656 -2.552 -2.766
H 0.871 -0.075 -0.967
H -1.310 -0.911 -1.330
H -0.807 -0.988 -3.087
H -0.328 1.582 -2.807
H -2.133 1.044 -2.657
H -0.960 2.668 -0.727
H -0.268 1.346 -0.226
H -3.220 0.738 -0.470
O -0.978 -3.135 -0.599
H -0.029 -3.123 -0.721
H -0.967 -4.035 -0.192
O -0.206 -1.021 1.896
H -0.468 -0.267 2.454
H -1.040 -1.490 2.033
O -0.302 2.302 2.422
H -0.590 2.522 3.310
H -1.120 2.071 1.945
O -2.140 -0.266 3.615
H -2.409 0.007 2.705
H -2.658 0.177 4.287
O 3.720 0.683 -1.621
H 3.701 1.615 -1.879
H 3.990 0.264 -2.448
O 1.854 3.305 1.461
H 1.166 2.782 1.947
H 2.237 2.656 0.848
O 2.716 -1.558 2.403
H 2.652 -1.592 1.452
H 1.907 -1.445 2.902
O 2.800 0.993 0.797
H 3.586 0.561 0.450
H 2.920 0.892 1.746
O -4.418 -0.603 -2.021
H -4.671 -1.317 -1.427
H -3.572 -0.873 -2.474
*
```

Summary:
* frontier orbital gap: 9.60 eV
* calculated total energy: -1069.135930 Ha
* LUMO level: 0.106 eV
* E_HOMO: -9.5 eV
* relative energy (zero: lowest compared OMol25 entry of this formula, charge and spin): 4.705 eV


Here is an isolated molecule of C3H5NOS from the Open Molecules 2025 dataset. Energies are from the ωB97M-V functional and the def2-TZVPD basis.

ORCA input file:
```
! RIJCOSX wB97M-V def2-TZVPD def2/J DEFGRID3
* xyz 0 1
C -2.492 -0.124 -0.030
C -1.227 0.047 0.317
S 0.247 -0.732 -0.382
C 1.445 0.571 -0.389
N 2.683 0.491 -0.123
O 3.106 -0.700 0.292
H -3.238 0.339 0.603
H -2.920 -0.664 -0.907
H -1.073 0.614 1.231
H 1.127 1.474 -0.933
H 2.342 -1.315 0.322
*
```

Summary:
* frontier orbital gap: 9.96 eV
* calculated total energy: -645.385799 Ha
* LUMO level: 0.742 eV
* E_HOMO: -9.2 eV
* relative energy (zero: lowest compared OMol25 entry of this formula, charge and spin): 3.425 eV


Here is a structure of composition C14H19Cl2NPtSSi from the Open Molecules 2025 dataset. Energies are from the ωB97M-V functional and the def2-TZVPD basis.

ORCA input file:
```
! RIJCOSX wB97M-V def2-TZVPD def2/J DEFGRID3
* xyz 0 1
Pt -0.530 0.583 0.026
Cl 2.320 1.309 0.722
C 2.925 1.270 2.297
Cl -0.055 1.488 2.708
H 3.225 2.204 2.742
H 3.152 0.323 2.754
S 4.240 2.373 -0.598
C 1.493 3.629 -0.088
C 0.361 3.167 0.555
C 0.628 1.922 1.188
C 2.597 2.809 -0.121
C 3.922 0.775 0.008
C 4.370 -0.481 -0.030
C 3.752 -1.746 0.256
C 2.477 -2.167 0.105
C 1.506 -1.213 -0.385
N 1.551 0.012 0.114
H 1.514 4.577 -0.615
H -0.487 3.773 0.824
H 5.413 -0.588 -0.324
H 4.475 -2.515 0.508
H 2.229 -3.208 0.260
H 1.272 -1.275 -1.448
C -2.714 -2.121 0.708
Si -3.136 -0.901 -0.677
C -5.007 -1.048 -0.883
C -2.361 -1.429 -2.322
C -2.575 0.813 -0.221
H -2.376 -3.082 0.311
H -3.600 -2.317 1.316
H -1.930 -1.738 1.365
H -5.298 -2.082 -1.087
H -5.377 -0.428 -1.703
H -5.516 -0.732 0.031
H -2.038 -2.472 -2.307
H -1.493 -0.812 -2.570
H -3.085 -1.324 -3.133
H -3.046 1.112 0.721
H -2.799 1.540 -1.006
*
```

Summary:
* frontier orbital gap: 5.56 eV
* calculated total energy: -2326.329454 Ha
* LUMO level: -1.400 eV
* E_HOMO: -7.0 eV
* relative energy (zero: lowest compared OMol25 entry of this formula, charge and spin): 18.365 eV


Here is an isolated molecule of C3H4N2O from the Open Molecules 2025 dataset. Energies are from the ωB97M-V functional and the def2-TZVPD basis.

ORCA input file:
```
! RIJCOSX wB97M-V def2-TZVPD def2/J DEFGRID3
* xyz 0 1
O 2.312 0.134 -0.609
C 0.964 -0.135 -0.370
N 1.013 -1.429 -0.240
N -1.361 -1.070 0.388
C -1.286 0.203 0.179
C -0.062 0.764 -0.259
H 2.737 0.194 0.264
H -2.277 -1.351 0.757
H -2.131 0.882 0.357
H 0.090 1.808 -0.468
*
```

Summary:
* frontier orbital gap (spin up / spin down): 7.21 / 6.89 eV
* calculated total energy: -301.294519 Ha
* LUMO level (spin up / spin down): -1.417 / -1.680 eV
* E_HOMO (spin up / spin down): -8.6 / -8.6 eV
* relative energy (zero: lowest compared OMol25 entry of this formula, charge and spin): 5.244 eV


Here is a cluster of 3 separate species, C23H52FN6O9S in total from the Open Molecules 2025 dataset. Energies are from the ωB97M-V functional and the def2-TZVPD basis.

ORCA input file:
```
! RIJCOSX wB97M-V def2-TZVPD def2/J DEFGRID3
* xyz 1 1
C 2.137 -1.949 4.011
C 2.723 -0.527 3.777
C 4.303 -0.537 3.851
C 2.283 0.138 2.426
C 2.159 -0.865 1.224
C 0.959 0.963 2.548
O 0.029 0.232 3.381
N -1.266 0.481 2.934
C -1.765 1.839 3.237
C -1.346 2.421 4.621
O -0.250 2.675 4.951
O -2.390 2.712 5.523
C -2.149 -0.551 3.347
N -2.666 -1.443 2.410
C -1.555 -2.321 1.911
C -1.909 -3.809 1.746
N -2.999 -4.377 2.005
N -2.473 -0.685 4.597
S -3.538 -1.913 5.228
O -3.161 -3.171 4.723
O -4.877 -1.536 5.018
F -3.182 -1.928 6.774
H 2.114 -2.235 5.084
H 1.086 -2.020 3.662
H 2.733 -2.702 3.461
H 2.359 0.117 4.604
H 4.736 -0.106 2.923
H 4.699 -1.567 3.917
H 4.646 0.076 4.703
H 3.055 0.886 2.150
H 1.100 -1.035 0.945
H 2.707 -1.805 1.407
H 2.637 -0.386 0.346
H 1.236 1.958 2.946
H 0.481 1.124 1.558
H -2.876 1.823 3.222
H -1.471 2.606 2.460
H -2.464 2.028 6.204
H -3.008 -0.912 1.605
H -1.250 -1.949 0.906
H -0.636 -2.209 2.530
H -1.095 -4.451 1.347
H -3.650 -3.652 2.333
H -2.077 -0.050 5.295
C -3.968 1.155 -3.670
O -2.644 1.664 -3.676
C -2.559 3.004 -4.162
C -2.130 3.943 -3.046
N -3.195 4.099 -2.058
C -2.769 4.789 -0.842
C -1.729 4.087 0.030
O -2.201 2.885 0.643
C -2.062 1.720 -0.159
H -3.920 0.102 -3.391
H -4.588 1.679 -2.935
H -4.423 1.232 -4.660
H -3.493 3.335 -4.624
H -1.786 3.013 -4.935
H -1.888 4.921 -3.470
H -1.222 3.526 -2.593
H -3.541 3.184 -1.798
H -3.667 4.940 -0.236
H -2.400 5.783 -1.108
H -1.489 4.764 0.856
H -0.784 3.910 -0.495
H -1.192 1.769 -0.818
H -2.967 1.549 -0.745
H -1.942 0.863 0.508
C 4.698 -3.334 -5.567
O 4.717 -1.993 -5.108
C 3.856 -1.133 -5.849
C 2.715 -0.643 -4.972
N 1.786 -1.730 -4.671
C 0.804 -1.395 -3.643
C 1.326 -1.131 -2.230
O 1.881 -2.272 -1.594
C 3.258 -2.494 -1.866
H 5.459 -3.887 -5.017
H 3.727 -3.803 -5.377
H 4.932 -3.388 -6.634
H 3.482 -1.608 -6.760
H 4.455 -0.267 -6.149
H 2.177 0.155 -5.491
H 3.155 -0.228 -4.056
H 2.312 -2.535 -4.355
H 0.109 -2.238 -3.589
H 0.222 -0.530 -3.978
H 0.464 -0.844 -1.617
H 2.021 -0.284 -2.186
H 3.804 -1.562 -2.030
H 3.377 -3.156 -2.726
H 3.693 -3.004 -1.004
*
```

Summary:
* frontier orbital gap: 4.93 eV
* calculated total energy: -2410.760231 Ha
* LUMO level: -5.597 eV
* E_HOMO: -10.5 eV
* relative energy (zero: lowest compared OMol25 entry of this formula, charge and spin): 0.807 eV